ORCA calculation (ωB97M-V/def2-TZVPD) on CH2O2S in the gas phase in a non-equilibrium geometry.

As for the energy above the lowest of the compared OMol25 structures with the same formula, charge and spin: 3.284 eV. Its highest occupied orbital energy is -9.900 eV. As for the multiplicity: 1. Its largest force on an atom is 3.2 eV Å⁻¹. The value obtained for the gap between HOMO and LUMO is 9.915 eV.

Element x y z (Å)
C 0.8765 -0.1798 0.2928
O -1.5924 0.3821 0.5067
O 2.0357 -0.4152 0.0871
S -0.9901 -0.7096 -0.2773
H 0.4106 0.8409 0.8966
H -0.7403 0.0817 -1.5059

Cartesian forces (eV/Å) of the 2 atoms listed first:
C 1.6 2.5 0.4
O -0.8 0.0 1.1